64
Properties=species:S:1:pos:R:3:forces:R:3:lowdin_charge:R:1 method="wB97M-V/def2-TZVPD" lumo_energy_ev=-0.10 largest_force_ev_per_a=1.1 energy_ha=-1871.80045 e_above_lowest_kj_mol=164.5 spin_multiplicity=1 smiles="C=CCn1cc(C(=O)NC[C@@H]2CCCO2)c(=O)c2cc(S(=O)(=O)N3CCCCCC3)ccc21"
C -5.840 -0.571 -1.856 -0.02 0.00 -0.02 0.034
C -5.048 -0.982 -0.884 0.19 -0.15 0.02 -0.180
C -3.713 -1.626 -1.112 -0.31 -0.25 -0.34 -0.143
N -2.628 -0.938 -0.422 -0.11 0.22 0.09 -0.019
C -2.782 0.347 -0.052 0.13 0.38 0.20 0.034
C -1.867 1.084 0.634 0.02 -0.01 -0.08 -0.013
C -2.248 2.504 0.913 0.11 -0.21 0.16 -0.441
O -3.312 2.959 0.516 -0.27 0.09 -0.14 0.035
N -1.363 3.191 1.654 0.28 0.06 0.17 0.097
C -1.481 4.612 1.829 0.04 0.21 -0.39 -0.112
C -0.602 5.376 0.811 -0.03 0.11 0.45 -0.325
C -0.993 6.858 0.749 0.18 -0.24 -0.06 -0.126
C -2.123 6.862 -0.289 0.01 -0.10 -0.07 -0.142
C -1.960 5.512 -1.018 -0.42 0.06 -0.28 -0.185
O -0.790 4.900 -0.501 0.19 -0.13 -0.01 -0.098
C -0.605 0.493 1.025 -0.22 -0.02 -0.11 -0.305
O 0.283 1.064 1.656 0.14 -0.09 0.03 0.044
C -0.440 -0.898 0.569 0.09 -0.29 -0.08 -0.039
C 0.759 -1.552 0.868 -0.12 0.03 0.07 0.008
C 0.994 -2.823 0.412 0.44 -0.32 0.18 -0.253
S 2.559 -3.640 0.754 0.09 0.11 -0.06 0.674
O 2.436 -4.997 0.304 -0.16 0.19 -0.26 -0.283
O 2.889 -3.383 2.124 -0.03 0.32 -0.08 -0.268
N 3.672 -2.885 -0.192 -0.65 -0.54 0.71 -0.247
C 4.422 -1.770 0.330 0.37 0.44 0.38 -0.191
C 4.500 -0.560 -0.608 -0.23 -0.13 0.06 -0.167
C 3.227 -0.295 -1.415 0.24 0.09 -0.17 -0.186
C 3.164 -1.104 -2.711 -0.30 -0.11 0.15 -0.198
C 2.847 -2.585 -2.509 0.35 0.11 -0.07 -0.169
C 3.815 -3.301 -1.561 -0.40 -0.39 -0.65 -0.184
C 0.035 -3.483 -0.346 -0.10 -0.04 0.00 -0.049
C -1.166 -2.873 -0.631 -0.06 -0.01 -0.05 0.012
C -1.433 -1.573 -0.169 0.68 -0.14 0.26 -0.120
H -6.807 -0.146 -1.656 -0.20 0.06 0.10 0.062
H -5.554 -0.643 -2.893 0.13 -0.02 -0.19 0.065
H -5.352 -0.905 0.151 -0.11 0.06 0.12 0.117
H -3.766 -2.649 -0.722 0.08 0.12 -0.09 0.128
H -3.495 -1.669 -2.185 -0.03 -0.10 0.10 0.138
H -3.712 0.827 -0.328 0.03 0.01 0.02 0.134
H -0.473 2.739 1.849 -0.19 -0.11 -0.05 0.115
H -1.181 4.886 2.844 -0.07 0.05 -0.05 0.130
H -2.532 4.868 1.674 0.07 0.07 0.12 0.126
H 0.454 5.213 1.051 -0.08 0.04 0.01 0.150
H -0.146 7.447 0.397 0.00 0.01 0.06 0.112
H -1.307 7.239 1.719 0.01 0.08 0.07 0.111
H -3.099 6.921 0.190 -0.03 0.03 -0.03 0.106
H -2.030 7.701 -0.977 -0.04 0.04 0.03 0.103
H -1.812 5.624 -2.094 -0.04 0.01 0.07 0.119
H -2.825 4.861 -0.845 0.12 0.10 -0.04 0.102
H 1.486 -1.032 1.473 0.04 0.13 0.06 0.128
H 5.443 -2.098 0.571 -0.14 0.05 0.07 0.127
H 3.937 -1.502 1.269 0.21 0.16 -0.01 0.107
H 5.331 -0.690 -1.304 0.06 0.06 0.00 0.107
H 4.728 0.311 0.008 0.11 -0.03 0.01 0.112
H 3.204 0.765 -1.679 -0.07 -0.01 0.07 0.112
H 2.347 -0.500 -0.805 -0.08 0.10 0.00 0.095
H 4.118 -1.008 -3.236 0.03 0.05 -0.07 0.110
H 2.392 -0.676 -3.356 0.06 0.01 -0.06 0.109
H 2.880 -3.088 -3.478 -0.07 -0.06 -0.01 0.114
H 1.835 -2.689 -2.113 -0.01 -0.04 -0.10 0.095
H 4.849 -3.139 -1.876 0.03 -0.05 0.08 0.135
H 3.607 -4.373 -1.578 0.22 0.09 -0.19 0.111
H 0.254 -4.480 -0.693 -0.08 -0.12 -0.09 0.118
H -1.888 -3.406 -1.226 -0.07 -0.03 -0.04 0.105